(1)
DFT (ωB97M-V/def2-TZVPD) results for a 5-piece molecular cluster, C2H14NO4S overall.

Properties
- E_tot: -838.494366 Eh
- Charge: -1

Geometry as XYZ:
```
22
C2H14NO4S | the Open Molecules 2025 dataset | ωB97M-V/def2-TZVPD
S 1.2332 2.4203 -0.8647
O -3.4752 -0.6055 0.2288
O 1.1824 -3.0524 1.9563
O 2.2741 -1.4114 0.2809
O 1.1242 -0.3644 -2.5050
N -0.3660 0.2924 1.0465
C -1.1318 1.4300 0.4898
C -0.5610 1.6696 -0.8761
H 1.3209 0.4059 -2.9919
H -0.2532 0.4168 2.0383
H -1.0544 2.4288 0.9726
H 2.0230 -3.1284 1.6429
H -3.7017 -0.0539 -0.5003
H -0.4274 0.8425 -1.5664
H 2.7330 -0.6479 -0.2870
H 1.6048 -0.2329 -1.7325
H 2.1495 -1.1620 1.1954
H 0.6596 -2.6973 1.1614
H -1.2478 2.3648 -1.4211
H -2.2308 1.1325 0.6823
H -2.4602 -0.4226 0.3311
H 0.6048 0.3750 0.7189
```



(2)
DFT (ωB97M-V/def2-TZVPD) results for a 5-piece molecular cluster, C2H14O4S overall.

Properties
- Spin multiplicity: 2
- E_tot: -783.351887 Eh
- Charge: +1

Geometry as XYZ:
```
21
C2H14O4S | the Open Molecules 2025 dataset | ωB97M-V/def2-TZVPD
S 1.1760 -3.4606 1.4589
O 0.8938 3.2866 -4.3889
O -2.6110 5.3218 2.8238
O 1.2995 3.8672 -1.5787
O 0.6770 -0.4219 0.1186
C -0.3495 -3.1515 2.3158
C 0.4758 -4.6201 0.2108
H 0.4428 3.5157 -5.2693
H 1.6092 -0.3671 0.1139
H -1.2253 -3.6219 1.8769
H -0.5977 -4.8171 0.4190
H -2.6990 6.3314 2.8017
H -0.1309 -3.5527 3.3254
H 1.1034 -5.4991 0.4491
H 0.6331 3.2103 -1.3686
H -2.9984 4.9898 2.0139
H 0.8350 4.4578 -2.1976
H 0.7297 -1.3785 0.0389
H 0.8572 2.2810 -4.5459
H -0.6947 -2.1364 2.1710
H 0.5741 -4.2348 -0.7887
```



(3)
DFT (ωB97M-V/def2-TZVPD) results for a 5-piece molecular cluster, C2H15NO4 overall.

Properties
- Structure (SMILES): CNC.O.O.O.O
- E_tot: -440.908665 Eh
- Charge: 0

Geometry as XYZ:
```
22
C2H15NO4 | the Open Molecules 2025 dataset | ωB97M-V/def2-TZVPD
O -0.4969 0.3163 1.9100
O -1.9242 0.1724 -1.5976
O -2.6238 -0.9929 0.9342
O -0.3693 2.4183 -0.4419
N 1.6550 -0.5198 0.4401
C 2.0748 0.5478 -0.4923
C 1.2042 -1.7280 -0.2941
H 0.3733 0.1859 1.4668
H -2.8645 0.1941 -1.7968
H -1.8939 -0.2074 -0.7058
H 2.0461 -2.2393 -0.7580
H 0.4468 -1.4089 -1.0104
H 1.4027 0.5494 -1.3489
H -0.6800 1.2588 1.9634
H 1.9934 1.5183 -0.0090
H -1.8440 -0.5527 1.3213
H -3.0547 -1.5136 1.6161
H 3.0842 0.3883 -0.8828
H -0.8960 3.1559 -0.7711
H 2.4749 -0.8069 0.9631
H 0.6599 -2.3834 0.3875
H -0.7682 1.6474 -0.8937
```



(4)
DFT (ωB97M-V/def2-TZVPD) results for a 5-piece molecular cluster, C2H15NO4 overall.

Properties
- Structure (SMILES): CCN.O.O.O.O
- E_tot: -440.881754 Eh
- Charge: 0

Geometry as XYZ:
```
22
C2H15NO4 | the Open Molecules 2025 dataset | ωB97M-V/def2-TZVPD
O -2.4607 1.5015 -0.1259
O 1.7204 1.2503 0.6790
O -0.1543 1.2925 -2.0112
O 1.8056 2.4999 5.3569
N -0.6139 -1.1218 -0.2744
C 0.3755 -2.1467 -2.2258
C -0.9009 -1.9301 -1.4665
H 1.9296 1.6658 4.8951
H -1.6096 -1.4582 -2.1556
H -2.4732 2.1022 -0.8837
H 1.2169 -2.4165 -1.5778
H -0.0629 -1.7408 0.3041
H -1.4078 -2.8277 -1.1816
H 0.7556 -1.3059 -2.8106
H 1.9261 0.3468 0.3966
H 1.8974 1.1696 1.6238
H 1.5262 2.2435 6.2412
H 0.3536 1.7891 -1.3624
H -0.7632 0.9786 -1.3104
H -1.9513 1.9783 0.5413
H 0.3003 -2.9568 -2.9575
H -1.4091 -0.9136 0.3054
```



(5)
DFT (ωB97M-V/def2-TZVPD) results for a 6-piece molecular cluster, C2H15NO4S overall.

Properties
- E_tot: -838.961899 Eh
- Charge: 0

Geometry as XYZ:
```
23
C2H15NO4S | the Open Molecules 2025 dataset | ωB97M-V/def2-TZVPD
S 2.4926 1.9383 0.4111
O -4.0059 1.8425 0.3498
O -1.4035 1.7570 -0.4847
O -0.8497 -0.9856 -0.4012
O -3.9783 -1.1023 0.0472
N 1.5706 -2.7233 -0.3678
C 2.4545 -1.8438 0.4602
C 3.2092 -0.8904 -0.4707
H -0.7734 2.4461 -0.3293
H 1.7981 -1.1861 1.0274
H 3.0996 -2.4472 1.0885
H -4.5158 -1.4299 0.7648
H 2.6266 -0.6795 -1.3681
H -0.2094 -1.6726 -0.1782
H -4.0733 2.2036 1.2436
H 2.0685 -2.8940 -1.2314
H -0.8237 1.0004 -0.6567
H 1.5432 -3.6115 0.1174
H -1.7272 -1.3627 -0.2931
H 4.2447 -1.1649 -0.6239
H -3.1258 2.1329 0.0297
H 3.1542 0.1464 -0.0464
H -3.8396 -0.1425 0.1523
```



(6)
DFT (ωB97M-V/def2-TZVPD) results for a 6-piece molecular cluster, C2H15O5S overall.

Properties
- E_tot: -859.563081 Eh
- Charge: -1

Geometry as XYZ:
```
23
C2H15O5S | the Open Molecules 2025 dataset | ωB97M-V/def2-TZVPD
S 0.1575 -0.1565 -0.9175
O 0.4349 1.0545 2.5298
O 2.8731 0.5396 2.4152
O -1.5168 -2.4146 0.5445
O -3.1944 0.3714 -2.2074
O 0.8788 -3.1523 1.3625
C -0.2276 1.6579 -1.2441
C 0.6074 2.5074 -2.2535
H -2.7123 -0.3490 -1.9457
H -3.4967 0.6640 -1.2788
H 0.0032 2.8927 -2.9606
H -1.3051 -2.6431 -0.4332
H 0.2150 -2.5081 1.0114
H -1.2374 -1.4311 0.5991
H 1.4885 1.9531 -2.5532
H 1.0393 3.4858 -1.8565
H 0.0159 0.3164 1.9473
H 2.4297 0.7116 1.5648
H -0.2969 2.2309 -0.4258
H 0.5668 1.8279 2.0857
H 1.5582 -2.5300 1.4880
H 2.3347 0.1543 2.9611
H -1.2059 1.5489 -1.6961
```



(7)
DFT (ωB97M-V/def2-TZVPD) results for a 7-piece molecular cluster, C2H16NO8 overall.

Properties
- E_tot: -742.591866 Eh
- Charge: -1

Geometry as XYZ:
```
27
C2H16NO8 | the Open Molecules 2025 dataset | ωB97M-V/def2-TZVPD
O 0.8968 0.6821 0.6089
O -3.2579 1.8220 -2.2225
O 0.2048 -2.3692 -2.0239
O 0.7751 -1.5641 0.6972
O -0.7723 -3.8087 0.4387
O 3.3683 -0.0017 -2.1691
O 0.9643 3.3963 -0.1090
O -1.3523 1.6605 -0.4526
N -1.1688 0.6192 2.6185
C 0.5608 -0.4090 1.1335
C -0.0658 -0.3331 2.5574
H -0.9189 1.4159 2.0420
H -0.4530 -1.3379 2.7133
H -0.3448 -3.0804 -1.6864
H 1.5841 3.9021 0.4136
H -2.7823 1.2688 -1.5692
H -1.9885 0.2787 2.1991
H 3.8704 0.4703 -1.4942
H -2.4848 2.0133 -2.7659
H 1.1101 2.4589 0.0683
H -0.1876 -3.0165 0.4653
H -1.6066 -3.4788 0.7790
H 2.8372 -0.5657 -1.5869
H 0.7007 -0.0158 3.2643
H -0.4322 1.2935 -0.4574
H -1.1629 2.5849 -0.2861
H 0.5674 -2.0046 -1.1956
```



(8)
DFT (ωB97M-V/def2-TZVPD) results for a 6-piece molecular cluster, C2H16O5 overall.

Properties
- Structure (SMILES): CC.O.O.O.O.O
- E_tot: -461.971390 Eh
- Charge: 0

Geometry as XYZ:
```
23
C2H16O5 | the Open Molecules 2025 dataset | ωB97M-V/def2-TZVPD
O 1.2334 -1.5295 0.9985
O -0.0376 0.3066 2.6630
O -2.8339 -1.1780 -0.8709
O 3.1811 -0.2585 -0.7413
O -2.3915 0.6952 1.3166
C -0.2332 0.0876 -1.3153
C 0.5067 1.4596 -1.1881
H -0.0413 -0.7718 -0.6845
H 1.5508 -2.2240 1.5833
H 0.6995 1.8746 -0.1884
H -0.0617 -0.0192 3.5599
H 1.4533 1.2729 -1.7171
H 2.9732 -0.8465 -1.4762
H 0.5401 -0.2706 2.1242
H 0.0289 -0.1542 -2.3495
H -3.2537 -0.6902 -1.5819
H -2.7322 0.3604 2.1492
H -2.4185 -0.5061 -0.3123
H 0.0025 2.2033 -1.8004
H 2.5160 0.4414 -0.8567
H -1.2856 0.3032 -1.3046
H 2.0333 -1.3034 0.4857
H -1.4294 0.7471 1.5067
```



(9)
DFT (ωB97M-V/def2-TZVPD) results for a 6-piece molecular cluster, C2H16O5 overall.

Properties
- Structure (SMILES): CC.O.O.O.O.O
- E_tot: -461.963703 Eh
- Charge: 0

Geometry as XYZ:
```
23
C2H16O5 | the Open Molecules 2025 dataset | ωB97M-V/def2-TZVPD
O 2.0118 4.3892 0.7076
O 2.2333 0.4763 -0.9564
O -1.2076 -4.1303 2.2031
O -0.6448 2.9589 -0.8457
O -2.7532 1.2529 -0.5215
C 0.5297 -2.1802 -0.7558
C -0.1745 -1.4754 0.4189
H 1.3535 -1.5701 -1.1184
H -0.2610 -3.9751 2.2215
H -0.9617 2.0600 -1.0052
H -1.0429 -2.0899 0.5836
H -0.4181 3.3392 -1.6978
H 1.8981 1.0849 -0.2866
H 1.1422 4.6640 0.4046
H 1.0164 -3.0881 -0.3786
H -0.3565 -0.4567 0.0800
H -0.1321 -2.4844 -1.5585
H 0.3877 -1.3979 1.3433
H 1.8107 3.7724 1.4050
H -3.1688 1.5715 0.2857
H -2.4093 0.3922 -0.2681
H -1.5232 -4.1973 1.3039
H 2.6705 1.0839 -1.5646
```



- charge of number 2 (C2H14O4S)?
  +1